1.
Molecular formula: C13H38N2O6
Method: DFT, the ωB97M-V functional and the def2-TZVPD basis

Its spin multiplicity is 1. The energy comes out at -29360.033 eV. For the relative energy (zero: lowest compared OMol25 entry of this formula, charge and spin), the calculation gives 231.3 kJ/mol. The value obtained for the frontier orbital gap is 9.54 eV. Its strongest force on any atom is 3.5 eV/A. Its SMILES is CC1(C)CCCC(C)(C)N1O.COC[C@H](C)N.O.O.O.O.

CARTESIAN COORDINATES (ANGSTROEM)
C: 0.3170 1.5604 1.8992
H: -0.5829 1.4168 3.9614
C: 0.2149 1.9162 3.4117
H: 0.8057 -1.2477 -0.5830
H: 0.2534 3.7540 1.3835
C: -1.1011 1.1893 1.4893
N: -3.0871 -2.3457 -2.9325
H: -1.4684 0.2662 1.9378
H: 0.0220 -2.3826 -2.6714
H: 4.6222 0.8218 2.7052
H: -1.7669 1.9737 1.8489
H: 2.1853 2.6713 4.0455
C: -2.3578 -0.2797 -1.8340
C: 3.7497 0.9667 2.0680
H: 2.1713 -3.2990 -0.5213
O: 3.0271 -3.5363 -0.8784
C: -3.2384 -0.9098 -2.9929
H: -3.7823 -0.8369 -5.1130
H: -1.1515 -2.1255 -3.5927
H: -4.2186 -0.6098 -2.6223
H: -3.8608 -2.8095 -3.3869
O: 1.4211 0.2001 0.3133
C: 2.4627 0.1775 2.5207
H: -0.0308 2.9751 3.4920
C: 1.5183 1.8224 4.1956
O: -0.1971 -2.1993 -3.5850
H: -1.3883 -0.0548 -2.2783
C: -3.4026 1.6770 -5.6681
H: 1.8743 3.2083 1.4947
H: 4.0828 0.7388 1.0554
H: 2.9602 -3.3394 -1.8127
H: 2.0625 -1.9296 3.0053
O: -0.5240 -2.1369 1.6400
H: 2.7412 -1.6699 1.4382
C: -3.1207 -0.3138 -4.4225
H: 3.6113 -1.5542 3.1020
H: 3.5145 2.0291 2.0030
H: -2.7716 0.6396 -1.4196
H: -2.1966 -0.3789 -4.9969
H: 2.0710 0.8824 0.1301
H: -1.2681 1.1810 0.4122
O: -3.4850 1.0249 -4.4018
H: 1.2809 2.0120 5.2424
C: 2.2105 0.4516 4.0504
C: 0.8719 2.8691 1.2335
O: 0.5563 -2.1571 -0.7474
H: 0.0510 -2.4108 0.0250
H: -3.0189 -2.7005 -1.9893
H: 3.1903 0.5683 4.5135
H: 1.6005 -0.3187 4.5223
H: -2.6589 2.4739 -5.6658
H: -0.4052 -2.6666 2.4284
H: -3.1503 0.9886 -6.4747
H: -2.0699 -1.0123 -1.0800
H: 0.0841 -1.4057 1.7483
H: -4.2557 2.2994 -5.9381
C: 2.7664 -1.2985 2.4626
N: 1.2620 0.4623 1.6667
H: 0.9970 2.7113 0.1622

2.
Molecular formula: C13H39BrFO5P
Method: DFT, the ωB97M-V functional and the def2-TZVPD basis

Its spin multiplicity is 1. The energy comes out at -106397.454 eV. The value obtained for the frontier orbital gap is 9.71 eV. Its strongest force on any atom is 1.3 eV/A. Its SMILES is CC[C@H](F)[PH3]Br.CCO.CCO.CCO.CCO.CCO.

CARTESIAN COORDINATES (ANGSTROEM)
H: -0.6306 3.4839 1.1980
H: -2.7652 0.5390 0.4036
H: 0.2934 3.0468 -1.4882
H: 3.1641 5.0807 3.6680
H: -1.6345 -7.6625 -4.0607
H: 0.7927 4.7261 2.8052
H: 4.9537 6.7876 3.9243
C: 0.5706 4.8320 0.0602
H: -1.3954 -0.4799 -0.0519
O: 3.1107 5.1703 2.7120
C: 3.4635 6.5149 2.3856
H: -1.5754 -1.5300 -1.5520
H: -0.9345 -7.9131 -5.6637
C: -1.8599 0.0639 0.7774
H: 0.0683 6.2314 2.3150
H: -1.7023 -3.6782 3.1835
H: 0.5405 -1.5817 -0.5926
O: 0.0079 -2.3776 -0.5132
H: 5.5925 6.1925 2.3914
H: -0.9335 5.0482 3.1803
H: -0.8021 -4.8593 -0.0711
C: -0.2020 -2.4209 -2.9538
H: 0.0913 -5.9140 -4.5777
H: -1.2700 -1.3532 2.2954
C: -0.9179 -5.8548 -5.0004
H: -2.6553 -0.3508 2.7352
H: -2.5399 -7.1813 -5.4966
H: -1.7865 -5.2791 -3.3564
O: -0.9951 -5.6119 0.4982
H: -2.8599 -4.3682 2.0316
H: -2.8508 -1.6800 1.5788
H: 0.1752 -4.7997 1.9896
Br: 2.2226 1.1454 -1.3428
C: -0.9042 -2.3938 -1.6133
C: -0.1329 5.1716 2.4610
C: -2.1810 -0.8872 1.9131
H: 2.7352 7.2057 2.8237
H: -1.0177 -6.0064 2.4826
C: -0.4833 4.5609 1.1087
F: 0.0367 5.5143 -1.0400
H: -0.9219 -2.4688 -3.7676
H: -1.5118 -3.2910 -1.4803
H: -1.4190 4.9911 0.7573
H: 1.3703 5.4617 0.4523
H: 2.5075 3.8310 -1.0402
C: -1.5418 -7.2360 -5.0619
C: -0.8526 -5.1450 1.8369
P: 1.3349 3.2423 -0.5916
H: 0.4147 -1.5270 -3.0780
H: -1.6652 -3.1931 1.4780
H: 0.4524 -3.2898 -3.0217
O: -1.0080 1.1363 1.1896
H: 5.1200 7.8922 2.5555
H: 3.3849 6.5884 1.3014
O: -1.7045 -4.9332 -4.2502
H: -0.8374 -5.4251 -5.9976
H: -0.1891 0.7462 1.5123
C: -1.8303 -4.0316 2.1590
H: 1.2417 2.6495 0.6599
C: 4.8661 6.8705 2.8388

3.
Molecular formula: C13H39N7O9
Method: DFT, the ωB97M-V functional and the def2-TZVPD basis

Its spin multiplicity is 1. The energy comes out at -42971.602 eV. The value obtained for the frontier orbital gap is 9.46 eV. Its strongest force on any atom is 2.8 eV/A. Its SMILES is COCCNCCOC.NC(N)=O.NC(N)=O.NC(N)=O.OCCO.OCCO.

CARTESIAN COORDINATES (ANGSTROEM)
C: 2.2959 2.5140 -2.9027
H: 3.0359 -0.7720 1.7947
H: 6.2898 -0.9705 -3.6105
H: 1.0448 0.6492 0.6977
H: -3.4429 1.9511 1.1405
C: 4.9174 -1.4008 2.2751
H: 5.6407 -2.5177 0.8173
H: -0.0163 -1.4454 1.0515
C: -4.4817 2.0825 1.4500
H: -3.4369 -0.0045 -0.6316
H: 4.1959 2.6864 -2.4831
H: 3.5874 5.2201 -4.1227
H: -2.9695 0.0702 3.1419
H: 1.3607 4.1712 -4.0478
C: 0.6606 -4.7601 2.2299
H: -6.1279 5.1125 -0.5559
C: -3.6767 -0.6083 0.2460
H: 4.9341 0.1092 -3.7129
C: -2.7589 -0.7711 2.4903
H: -0.1299 -1.7709 -0.7237
H: -4.3310 4.3621 1.5884
C: 4.5019 -1.5708 -2.7388
H: -3.6607 -1.6754 0.0295
N: -5.4678 1.2077 0.8151
O: -0.6180 0.7723 -0.4173
H: 3.9523 -1.9278 0.6195
O: 0.3424 -4.4069 1.0814
H: 2.6703 3.2693 -4.7959
H: 1.2372 0.3416 -1.0759
H: 0.5788 -4.1543 4.2366
N: 5.3426 -0.7509 -3.3822
H: -5.3780 -0.7393 1.5802
N: 0.5027 -3.9159 3.2666
H: 1.7747 -2.8713 0.3065
H: 1.0979 -6.4836 3.4121
O: 3.5742 1.9630 -2.6362
C: -4.8538 3.5337 1.1199
C: -5.7301 4.2028 -1.0179
H: 3.2669 -0.0416 -2.4321
C: 2.3286 3.7114 -3.8432
C: -5.0483 -0.1855 0.6957
H: -6.4793 3.4056 -0.9680
O: 1.7756 -1.9040 0.3402
O: 3.3771 4.5741 -3.4474
N: 3.2165 -1.0442 -2.5489
H: -1.3444 0.4411 0.1553
N: 4.8808 -1.8777 0.9996
O: -4.5915 3.7637 -0.2811
H: 1.2284 -6.6650 1.7713
O: -2.5949 -0.3001 1.1562
O: 5.8812 -1.4261 3.0381
H: -4.6261 2.0017 2.5346
H: -1.8667 -1.3277 2.7660
H: 1.7023 1.7148 -3.3425
H: -3.5365 -1.5372 2.5064
H: -0.0432 -3.1172 2.9949
H: 1.8352 2.8350 -1.9619
O: 4.7889 -2.6764 -2.2776
H: -5.6366 1.6628 -0.0761
H: 3.5985 -0.4526 3.4573
N: 3.7300 -0.7921 2.5196
C: 0.4800 -1.3678 0.0842
H: -5.6853 -0.5778 -0.1090
H: -5.4437 4.4159 -2.0443
C: 0.6430 0.1424 -0.1865
H: 2.6406 -1.5848 -1.9295
H: -5.9212 3.5468 1.3733
N: 0.9862 -6.0388 2.5203